Entry 1:
A structure of composition C20H23AsN4PtS at a distorted geometry, computed with wB97M-V/def2-TZVPD.

Summary:
- HOMO (spin up / spin down): -6.187 / -7.363 eV
- <S²>: 2.1436
- Net charge: 0
- 2S+1: 3

The geometry in XYZ format:
```
50
Properties=species:S:1:pos:R:3:forces:R:3:lowdin_spin:R:1
Pt -0.177700 0.234700 0.081500 -0.5 1.2 -0.5 0.2204
C -4.173800 -3.431200 -0.655400 -0.1 0.0 0.0 0.0527
C -3.122000 -4.027500 -1.334100 -0.1 0.0 0.0 -0.0040
C -1.875600 -3.441400 -1.351400 0.3 0.2 0.0 0.0448
C -1.656800 -2.227600 -0.680500 -1.2 -0.8 -0.1 -0.0019
C -2.726000 -1.635800 0.007700 0.4 0.2 0.0 0.0416
C -3.966100 -2.235300 0.017300 -0.2 -0.2 -0.1 -0.0044
N -0.415100 -1.638100 -0.663000 1.3 1.1 0.4 0.2227
N 0.522900 -2.178500 -1.383400 -1.1 -1.1 -0.5 0.2096
C 1.736800 -1.635000 -1.439200 0.8 1.0 0.4 0.0226
C 2.706700 -2.243500 -2.272100 -0.2 0.0 0.1 0.0561
C 3.930200 -1.653500 -2.428400 0.0 0.2 0.2 0.0094
C 4.194700 -0.461700 -1.741100 0.1 -0.1 0.0 0.0803
C 3.216700 0.047500 -0.912500 0.4 0.1 0.0 0.0014
N 2.024200 -0.501400 -0.745000 -0.3 -0.5 -0.1 0.1076
H -5.148300 -3.896100 -0.649800 -0.1 0.0 0.0 0.0033
H -3.278800 -4.961500 -1.853500 0.0 -0.1 -0.1 -0.0016
H -1.046800 -3.892900 -1.873800 0.0 0.0 0.0 0.0045
H -2.559400 -0.699600 0.532100 0.0 -0.1 -0.1 0.0007
H -4.784100 -1.775400 0.553600 0.0 0.1 0.0 -0.0016
H 2.441800 -3.158000 -2.773900 -0.1 -0.1 -0.1 0.0018
H 4.684000 -2.090500 -3.068200 0.0 -0.1 0.0 -0.0014
H 5.138800 0.048500 -1.846200 0.1 0.0 0.0 0.0053
H 3.405900 0.954200 -0.351100 0.0 0.1 0.0 -0.0016
C 0.578900 2.536900 4.482000 0.0 -0.1 -0.1 -0.0001
As 0.277000 1.915500 2.649500 0.2 0.9 0.8 -0.0041
C -1.180700 3.069200 2.040000 0.0 -0.3 -0.1 -0.0024
C 1.857600 2.484300 1.656900 -0.1 -0.2 -0.1 -0.0047
S -0.005000 -0.160000 2.724300 0.0 -0.2 -0.6 0.0132
H 0.808800 3.602400 4.500600 0.0 0.0 -0.1 -0.0001
H 1.401600 1.977400 4.933700 -0.1 0.0 -0.2 0.0000
H -0.322900 2.349200 5.071800 0.1 0.0 -0.2 0.0000
H -0.890900 4.105500 2.211700 0.1 0.0 0.0 -0.0001
H -2.089900 2.847700 2.603300 0.2 -0.1 0.0 -0.0002
H -1.371000 2.900200 0.975800 0.1 0.0 0.2 -0.0021
H 2.121100 3.505900 1.928300 -0.1 0.0 0.0 -0.0002
H 1.644400 2.419900 0.584200 0.0 0.0 0.2 -0.0026
H 2.686900 1.813100 1.896200 -0.2 0.0 0.0 -0.0001
N -0.985800 1.575800 -0.976800 0.9 -1.4 1.7 0.5287
C -1.392400 1.668800 -2.220000 -0.5 0.2 -1.6 0.0406
C -1.197900 0.636300 -3.179800 0.2 0.0 0.4 0.1162
C -1.564900 0.814700 -4.489100 -0.1 0.0 -0.2 -0.0074
C -2.169800 1.996000 -4.908800 0.0 -0.1 0.0 0.1359
C -2.426100 2.994900 -3.978600 -0.1 0.2 -0.1 -0.0074
C -2.046000 2.848700 -2.668200 0.1 -0.1 0.4 0.1160
H -0.725300 -0.278500 -2.847800 0.0 0.0 0.0 0.0055
H -1.384100 0.019500 -5.196500 0.0 -0.1 -0.1 -0.0032
H -2.439000 2.129100 -5.945100 -0.1 0.0 -0.1 0.0084
H -2.932800 3.898700 -4.288000 0.0 0.1 0.0 -0.0036
H -2.245600 3.617800 -1.937000 0.0 0.1 0.0 0.0055
```
Positions in Å, forces in eV/Å.

=====

Entry 2:
A cluster of 2 separate species, C25H24O4 in total at a distorted geometry, computed with wB97M-V/def2-TZVPD.

Summary:
- HOMO: -6.546 eV
- Net charge: 0

The geometry in XYZ format:
```
53
Properties=species:S:1:pos:R:3:forces:R:3:lowdin_charge:R:1
C -2.778604 1.931721 -2.100016 -0.2 -0.3 -0.1 -0.0830
C -1.548587 2.794938 -1.985337 -0.4 -0.1 0.1 -0.2603
O -0.409604 1.949993 -1.744760 -0.5 0.8 -0.2 -0.0480
C 0.732653 2.725313 -1.723895 0.5 0.4 0.3 -0.4963
C 1.892348 1.861770 -1.609952 -0.5 -0.2 0.3 0.0176
C 3.204348 2.335894 -1.879633 0.1 1.3 0.3 -0.5055
C 4.300586 1.322454 -2.125405 0.3 -0.2 -0.1 -0.0379
O 3.473375 3.546997 -1.913391 0.3 -0.9 -0.2 0.0157
O 0.662999 3.943440 -1.821258 0.2 -1.2 0.0 0.0695
H -3.664799 2.561918 -2.202937 0.0 0.0 0.0 0.0734
H -2.720811 1.300423 -2.993205 0.0 0.0 0.2 0.0764
H -2.927678 1.299727 -1.217732 0.1 0.0 -0.1 0.0642
H -1.398875 3.366629 -2.912693 0.0 -0.1 0.3 0.1265
H -1.648331 3.515693 -1.161416 0.1 -0.1 -0.2 0.1229
H 1.689586 0.816391 -1.434329 0.0 -0.2 -0.7 0.0641
H 3.930180 0.306524 -2.258866 -0.1 0.0 0.0 0.0621
H 4.885939 1.598050 -3.008999 -0.2 0.1 0.1 0.0843
H 4.997494 1.339347 -1.283950 0.0 0.0 0.0 0.0681
C -5.749570 -0.216889 0.233619 -0.1 0.0 0.0 -0.0903
C -5.108576 -1.456222 0.241392 0.0 -0.1 0.2 -0.0733
C -4.197221 -1.766203 1.250265 0.0 0.4 0.2 -0.0103
C -3.963889 -0.817299 2.245608 0.3 0.2 -0.3 -0.2445
O -2.967824 -1.061745 3.209076 0.8 -0.2 0.2 -0.0071
C -1.641555 -0.957515 2.774586 -1.1 0.4 -0.6 -0.2063
C -1.023563 0.299597 2.845883 -0.2 -0.2 0.1 0.0272
C 0.174610 0.485624 2.197456 0.3 -0.2 -0.1 0.0240
C 0.852191 -0.596831 1.557657 -0.8 0.0 0.3 -0.1790
C 2.047742 -0.301419 0.873248 0.0 0.3 0.5 0.0743
C 2.958667 -1.245566 0.324442 0.8 -0.6 -1.0 -0.2040
C 4.346463 -0.931519 0.362347 -0.5 0.1 -0.1 -0.0283
C 5.285741 -1.772878 -0.206434 0.1 -0.3 0.0 -0.0665
C 4.884933 -2.977812 -0.802083 -0.2 0.3 0.1 -0.0513
C 3.525336 -3.313759 -0.846873 0.0 0.0 0.0 -0.0632
C 2.567939 -2.451169 -0.326012 0.1 0.3 0.3 -0.0199
C 0.275895 -1.898300 1.683806 0.1 0.3 -0.3 0.0155
C -0.997548 -2.055893 2.192799 0.0 0.0 0.3 0.0173
C -4.644072 0.403442 2.291191 0.4 -0.3 -0.2 -0.0050
C -5.508433 0.718341 1.243031 -0.1 -0.2 0.2 -0.0747
H -6.458832 0.018420 -0.558495 0.2 0.0 0.1 0.1052
H -5.308287 -2.199242 -0.532368 0.0 0.3 0.2 0.1088
H -3.647285 -2.707912 1.270864 -0.3 0.3 -0.1 0.1116
H -1.537298 1.112949 3.358632 0.1 -0.2 -0.2 0.1321
H 0.634682 1.472872 2.178708 -0.1 -0.2 -0.1 0.1339
H 2.340342 0.748576 0.855921 0.2 -0.2 0.3 0.1171
H 4.647475 -0.002007 0.850303 0.0 -0.3 -0.2 0.1267
H 6.338160 -1.485740 -0.205591 -0.3 -0.1 0.1 0.1155
H 5.627419 -3.634763 -1.262124 -0.3 0.2 0.2 0.1125
H 3.205796 -4.251986 -1.307643 0.1 0.4 0.1 0.1121
H 1.504985 -2.671185 -0.452145 0.5 0.1 -0.1 0.1125
H 0.829005 -2.773511 1.348860 -0.3 0.3 0.1 0.1058
H -1.511290 -3.017832 2.140430 0.3 0.3 0.2 0.1256
H -4.450752 1.095635 3.112777 0.0 -0.2 -0.3 0.1217
H -6.003627 1.692531 1.234653 0.1 -0.4 0.0 0.1103
```
Positions in Å, forces in eV/Å.

=====

Entry 3:
A structure of composition C2H3NO3S at a distorted geometry, computed with wB97M-V/def2-TZVPD.

Summary:
- HOMO: -10.955 eV
- Net charge: 0

The geometry in XYZ format:
```
10
Properties=species:S:1:pos:R:3:forces:R:3:lowdin_charge:R:1
C 0.638614 -1.259255 -0.056887 5.2 -3.3 -0.6 -0.3519
C 0.641664 0.912918 0.003369 -0.5 1.8 1.3 -0.2335
N 1.409979 -0.241532 -0.133271 -0.9 -1.1 -0.6 0.0205
O -1.897766 0.467422 1.220530 1.9 -0.1 -2.4 -0.2968
O -1.854206 0.452722 -1.313734 1.9 -0.2 2.4 -0.2895
O -0.643829 -1.372571 0.013931 -1.7 2.3 0.1 -0.0803
S -1.147294 0.285035 -0.034257 -3.8 0.7 0.1 0.8151
H 1.175574 -2.241822 -0.076313 -0.8 0.7 0.0 0.1561
H 0.850586 1.210248 1.066084 -0.9 0.5 -0.9 0.1267
H 0.826679 1.786831 -0.689448 -0.5 -1.3 0.5 0.1336
```
Positions in Å, forces in eV/Å.

=====

Entry 4:
A cluster of 2 separate species, C5H14NO3 in total at a distorted geometry, computed with wB97M-V/def2-TZVPD.

Summary:
- HOMO: -14.206 eV
- Net charge: +1

The geometry in XYZ format:
```
23
Properties=species:S:1:pos:R:3:forces:R:3:lowdin_charge:R:1
C -0.340123 -2.292522 0.512537 -0.7 1.2 -0.9 -0.1817
O -1.733975 -2.544072 0.463740 0.0 -0.3 0.7 -0.0534
C -0.172064 -0.763043 0.222497 0.2 -0.7 0.8 -0.2620
C 1.283871 -0.431685 -0.059827 0.9 -0.7 -1.2 -0.1642
C 1.526419 1.053577 -0.287588 1.7 0.7 -1.9 -0.1687
C 1.381686 1.856941 0.964672 0.4 0.0 0.8 -0.2117
O 0.360636 2.456401 1.204584 0.0 0.3 0.3 0.0493
N -1.083998 -0.399022 -0.940976 -0.3 -1.3 0.0 0.2038
H 0.149997 -2.603614 1.421439 0.0 0.2 0.5 0.1352
H 0.101359 -2.893124 -0.269311 0.3 0.0 -0.5 0.1277
H -2.032687 -2.692167 1.367145 -0.3 -0.1 -0.1 0.1127
H -0.527774 -0.151015 1.096723 0.1 -0.7 -0.8 0.1729
H 1.688733 -1.016434 -0.964767 -0.8 0.8 1.1 0.1577
H 1.937055 -0.790483 0.754542 -0.5 0.1 0.0 0.1390
H 2.577737 1.196765 -0.687792 -0.9 -0.3 0.7 0.1479
H 0.910179 1.474481 -1.129057 0.2 -0.3 1.0 0.1261
H 2.226668 1.856432 1.746347 -0.9 -0.1 -1.0 0.1654
H -0.661078 -0.661454 -1.851357 -0.2 0.2 0.6 0.1833
H -1.988538 -0.951263 -0.845450 1.2 0.6 0.1 0.1810
H -1.297533 0.629233 -0.927869 -0.1 0.2 -0.2 0.0797
H -2.110017 2.910572 -0.900821 0.5 -0.6 0.0 0.0946
H -0.804251 2.507900 -0.047137 -0.9 -0.3 -1.1 0.0515
O -1.392301 2.247596 -0.842276 0.3 0.9 1.1 -0.0860
```
Positions in Å, forces in eV/Å.

=====

> Number 4 is which compound?

C5H14NO3

=====

> Which value of net charge does entry 1 give?

0